Entry 1:
C3H3N3O2 | ωB97M-V/def2-TZVPD

Its relative energy (zero: lowest compared OMol25 entry of this formula, charge and spin) is 102.40 kcal per mole. Its largest force on an atom is 11.9 eV/A. As for the total energy: -430.7578 hartree. The calculation puts the LUMO energy at -0.143 eV.

Geometry (Å):
C1 1.375 -0.540 0.026
C2 -0.532 0.775 0.116
C3 -1.891 0.364 -0.258
H1 2.789 0.475 -0.400
H2 -0.057 1.610 0.317
H3 -2.735 1.173 -0.224
N1 0.030 -0.565 0.408
N2 -2.023 -1.035 -0.068
N3 -0.870 -1.603 0.190
O1 1.795 0.767 0.082
O2 2.118 -1.421 -0.187

---

Entry 2:
C33H81N3O9 | ωB97M-V/def2-TZVPD

Its relative energy (zero: lowest compared OMol25 entry of this formula, charge and spin) is 0.00 kcal per mole. Its largest force on an atom is 1.6 eV/A. As for the total energy: -2147.2628 hartree. The calculation puts the LUMO energy at 0.494 eV.

Geometry (Å):
O1 -5.121 20.685 14.585
H1 -4.257 20.863 14.993
H2 -4.921 20.632 13.644
O2 -6.735 15.360 17.625
H3 -6.790 16.130 17.048
H4 -6.836 14.614 17.027
O3 -3.689 16.472 16.741
H5 -4.238 16.116 17.448
H6 -4.282 17.086 16.286
O4 -5.619 18.380 15.998
H7 -5.453 19.011 16.706
H8 -6.167 18.866 15.370
C1 -4.927 13.873 11.483
C2 -4.886 15.336 11.008
C3 -6.141 15.981 11.567
C4 -6.109 17.504 11.375
C5 -4.909 18.090 12.084
C6 -3.571 17.440 11.671
N1 -3.727 16.002 11.581
O5 -2.517 15.432 11.098
C7 -3.090 18.080 10.360
C8 -2.563 17.768 12.782
C9 -4.920 15.325 9.477
H9 -4.873 13.860 12.581
H10 -4.066 13.273 11.179
H11 -5.864 13.402 11.195
H12 -7.018 15.654 10.998
H13 -6.314 15.759 12.622
H14 -7.056 17.951 11.689
H15 -6.045 17.739 10.309
H16 -4.938 18.077 13.177
H17 -4.873 19.150 11.801
H18 -2.797 19.112 10.563
H19 -2.252 17.519 9.948
H20 -3.869 18.119 9.595
H21 -1.530 17.670 12.450
H22 -2.725 18.790 13.134
H23 -2.777 17.101 13.619
H24 -5.638 14.600 9.089
H25 -3.956 14.999 9.086
H26 -5.161 16.315 9.094
H27 -2.352 14.721 11.726
C10 -1.231 21.758 17.858
C11 -2.691 21.904 17.351
C12 -3.390 23.090 17.990
C13 -2.981 24.451 17.457
C14 -3.032 24.450 15.936
C15 -2.338 23.262 15.242
N2 -2.773 22.021 15.887
O6 -2.225 20.895 15.239
C16 -2.877 23.242 13.796
C17 -0.826 23.527 15.252
C18 -3.474 20.670 17.780
H28 -1.161 20.876 18.505
H29 -0.956 22.571 18.533
H30 -0.455 21.603 17.113
H31 -4.474 22.955 17.925
H32 -3.209 23.064 19.071
H33 -1.944 24.630 17.754
H34 -3.638 25.231 17.836
H35 -2.508 25.333 15.555
H36 -4.055 24.530 15.562
H37 -2.549 24.149 13.286
H38 -2.436 22.395 13.271
H39 -3.962 23.225 13.840
H40 -0.225 22.646 15.015
H41 -0.591 24.334 14.559
H42 -0.474 23.868 16.228
H43 -4.513 20.757 17.459
H44 -3.343 20.531 18.852
H45 -3.087 19.744 17.339
H46 -1.268 20.896 15.393
C19 -10.482 14.442 17.021
C20 -10.884 14.566 15.548
C21 -12.280 15.163 15.408
C22 -12.314 16.658 15.698
C23 -11.340 17.361 14.750
C24 -9.920 16.779 14.739
N3 -9.964 15.329 14.715
O7 -8.658 14.788 14.826
C25 -9.231 17.318 13.482
C26 -9.153 17.345 15.949
C27 -10.932 13.153 14.989
H47 -11.254 13.890 17.564
H48 -10.338 15.384 17.540
H49 -9.576 13.843 17.124
H50 -12.651 14.946 14.405
H51 -12.915 14.652 16.137
H52 -12.096 16.914 16.733
H53 -13.313 17.008 15.427
H54 -11.202 18.374 15.153
H55 -11.772 17.527 13.763
H56 -9.778 16.924 12.614
H57 -9.239 18.404 13.445
H58 -8.231 16.895 13.355
H59 -8.151 16.916 15.953
H60 -9.064 18.424 15.811
H61 -9.555 17.092 16.926
H62 -11.636 12.541 15.556
H63 -9.958 12.672 15.067
H64 -11.229 13.177 13.939
H65 -8.378 14.596 13.926
C28 -10.040 21.503 14.622
C29 -8.563 21.841 14.677
C30 -8.079 21.927 16.133
O8 -7.835 20.812 14.004
H66 -10.602 22.366 14.972
H67 -10.222 20.622 15.237
H68 -10.331 21.298 13.589
H69 -8.327 22.816 14.241
H70 -7.327 22.707 16.274
H71 -7.750 20.979 16.560
H72 -8.888 22.242 16.810
H73 -6.915 21.109 13.964
C31 -5.633 18.437 19.523
C32 -6.776 19.453 19.653
C33 -8.055 18.788 20.106
O9 -6.435 20.558 20.470
H74 -5.752 17.680 20.304
H75 -4.662 18.913 19.561
H76 -5.833 17.890 18.598
H77 -6.977 19.861 18.655
H78 -7.948 18.368 21.112
H79 -8.378 17.967 19.463
H80 -8.868 19.519 20.121
H81 -6.624 20.359 21.392

---

Entry 3:
CH12NO4 | ωB97M-V/def2-TZVPD

Its relative energy (zero: lowest compared OMol25 entry of this formula, charge and spin) is 12.98 kcal per mole. Its largest force on an atom is 1.9 eV/A. As for the total energy: -400.7588 hartree. The net charge is +1. The calculation puts the LUMO energy at -4.223 eV.

Geometry (Å):
C1 1.780 1.910 -1.703
N1 0.555 1.894 -1.399
H1 2.249 2.884 -1.848
H2 2.459 1.080 -1.857
H3 0.075 0.976 -0.997
H4 0.059 2.744 -1.142
H5 -3.337 -1.580 -0.900
H6 -2.471 -2.442 -1.837
O1 -2.434 -1.806 -1.120
H7 -1.169 -0.740 -0.407
H8 -0.524 0.181 0.686
O2 -0.436 -0.106 -0.238
H9 1.802 -4.078 2.081
H10 2.527 -2.877 1.583
O3 1.641 -3.161 1.835
H11 -0.215 1.602 2.736
H12 -1.696 1.850 2.495
O4 -0.866 1.669 2.032

---

Entry 4:
C3H7NO | ωB97M-V/def2-TZVPD

Its relative energy (zero: lowest compared OMol25 entry of this formula, charge and spin) is 29.06 kcal per mole. Its largest force on an atom is 1.4 eV/A. As for the total energy: -248.4802 hartree. The calculation puts the LUMO energy at 1.026 eV.

Geometry (Å):
O1 2.073 0.255 -0.674
C1 0.973 0.392 -1.116
C2 -0.299 0.250 -0.288
C3 -0.375 -1.184 0.308
N1 -0.203 1.259 0.762
H1 0.831 0.645 -2.187
H2 -1.192 0.404 -0.885
H3 -1.125 -1.131 1.097
H4 0.575 -1.447 0.762
H5 -0.683 -1.943 -0.411
H6 0.512 1.023 1.426
H7 -1.089 1.478 1.205

---

Entry 5:
CH5PS2 | ωB97M-V/def2-TZVPD

Its relative energy (zero: lowest compared OMol25 entry of this formula, charge and spin) is 38.51 kcal per mole. Its largest force on an atom is 6.3 eV/A. As for the total energy: -1178.7855 hartree. The calculation puts the LUMO energy at -1.220 eV.

Geometry (Å):
C1 -0.358 0.369 0.882
P1 0.277 -0.725 2.255
S1 -0.616 -2.419 1.867
S2 0.791 -0.331 -2.352
H1 -1.347 0.874 1.291
H2 0.349 1.261 0.852
H3 -0.434 -0.137 0.017
H4 0.215 0.418 -3.231
H5 1.123 0.689 -1.580

---

Entry 6:
C15H29ORuS4Si | ωB97M-V/def2-TZVPD

As for the spin multiplicity: 5. Its largest force on an atom is 0.8 eV/A. As for the total energy: -2640.2191 hartree. The net charge is +3. The calculation puts the LUMO energy (alpha / beta) at -9.213 / -12.900 eV.

Geometry (Å):
Ru1 -0.270 -0.231 -0.264
C1 0.841 -1.804 2.501
C2 0.863 -0.353 2.945
S1 -0.291 0.671 1.972
C3 0.597 2.234 1.744
C4 1.970 2.116 1.095
S2 2.037 0.960 -0.321
C5 3.105 -0.385 0.329
C6 2.559 -1.792 0.139
S3 0.858 -2.106 0.704
H1 1.679 -2.355 2.931
H2 -0.069 -2.307 2.833
H3 0.543 -0.287 3.986
H4 1.854 0.087 2.875
H5 -0.087 2.821 1.128
H6 0.668 2.737 2.710
H7 2.267 3.092 0.712
H8 2.740 1.812 1.801
H9 4.057 -0.311 -0.197
H10 3.303 -0.172 1.376
H11 2.524 -2.070 -0.914
H12 3.205 -2.511 0.646
O1 -1.833 0.834 -0.757
S4 -2.754 0.963 -2.049
C7 -4.284 0.117 -1.588
C8 -5.160 1.149 -0.885
C9 -4.967 2.441 -1.671
C10 -3.458 2.627 -1.835
H13 -4.004 -0.763 -1.010
H14 -4.714 -0.213 -2.538
H15 -4.842 1.270 0.152
H16 -6.197 0.820 -0.880
H17 -5.387 3.308 -1.163
H18 -5.447 2.373 -2.648
H19 -2.984 2.992 -0.923
H20 -3.150 3.240 -2.679
C11 -0.049 -4.045 -4.626
Si1 0.815 -2.241 -4.739
C12 -0.255 -1.461 -6.085
C13 2.622 -2.367 -5.048
C14 0.422 -1.503 -3.123
C15 0.145 -1.007 -2.023
H21 0.174 -4.422 -5.625
H22 -1.110 -3.935 -4.432
H23 0.504 -4.538 -3.828
H24 -0.059 -2.010 -7.007
H25 0.102 -0.431 -6.170
H26 -1.314 -1.489 -5.846
H27 2.806 -2.878 -5.996
H28 3.141 -2.924 -4.266
H29 3.065 -1.371 -5.117

---

Entry 7:
C6H11FN | ωB97M-V/def2-TZVPD

Its relative energy (zero: lowest compared OMol25 entry of this formula, charge and spin) is 8.29 kcal per mole. Its largest force on an atom is 4.5 eV/A. As for the total energy: -389.5180 hartree. The net charge is +1. The calculation puts the LUMO energy at -3.571 eV.

Geometry (Å):
C1 0.060 0.792 1.611
C2 -2.030 -1.715 1.476
C3 -0.268 0.055 0.551
C4 -1.110 -1.212 0.664
C5 0.860 1.837 -0.965
C6 0.140 0.414 -0.831
N1 1.100 -0.624 -1.289
F1 -0.804 -2.112 -0.319
H1 0.666 1.655 1.724
H2 -0.142 0.294 2.584
H3 -2.522 -2.594 1.166
H4 -2.418 -0.936 2.222
H5 0.094 2.634 -0.997
H6 1.538 1.921 -0.118
H7 1.403 1.681 -1.882
H8 -0.779 0.402 -1.470
H9 1.451 -0.689 -2.251
H10 0.785 -1.498 -0.968
H11 1.976 -0.305 -0.909

---

Entry 8:
C17H22N2O5S | ωB97M-V/def2-TZVPD

Its relative energy (zero: lowest compared OMol25 entry of this formula, charge and spin) is 48.15 kcal per mole. Its largest force on an atom is 1.1 eV/A. As for the total energy: -1544.8832 hartree. The calculation puts the LUMO energy at 0.615 eV.

Geometry (Å):
C1 4.196 2.769 1.177
H1 4.623 3.502 0.496
C2 2.675 2.822 1.134
H2 2.261 2.066 1.804
H3 2.333 3.802 1.476
C3 2.148 2.573 -0.276
N1 0.701 2.541 -0.288
C4 -0.016 1.658 -1.007
O1 0.494 0.820 -1.728
C5 -1.519 1.759 -0.826
H4 -1.998 1.754 -1.807
H5 -1.803 2.669 -0.298
C6 -2.026 0.539 -0.042
N2 -1.737 -0.705 -0.736
S1 -1.041 -1.932 0.147
O2 -1.236 -3.140 -0.597
O3 -1.567 -1.838 1.479
C7 0.708 -1.567 0.185
C8 1.461 -1.826 -0.940
C9 2.810 -1.521 -0.955
C10 3.400 -0.954 0.172
C11 2.628 -0.716 1.314
C12 1.282 -1.016 1.315
H6 0.666 -0.848 2.184
H7 3.114 -0.300 2.182
O4 4.708 -0.596 0.264
C13 5.552 -0.818 -0.843
H8 5.216 -0.257 -1.721
H9 6.534 -0.459 -0.539
H10 5.616 -1.881 -1.091
H11 3.385 -1.720 -1.845
H12 0.984 -2.273 -1.797
H13 -1.286 -0.588 -1.632
C14 -3.508 0.623 0.183
C15 -4.283 0.040 1.141
C16 -5.619 0.395 0.835
C17 -5.554 1.163 -0.284
O5 -4.280 1.306 -0.690
H14 -6.310 1.652 -0.866
H15 -6.500 0.115 1.375
H16 -3.930 -0.576 1.941
H17 -1.544 0.487 0.943
H18 0.228 3.231 0.274
H19 2.488 1.606 -0.654
H20 2.509 3.357 -0.953
H21 4.551 1.782 0.891
H22 4.554 2.985 2.180

---

Entry 9:
C4H9OS | ωB97M-V/def2-TZVPD

Its relative energy (zero: lowest compared OMol25 entry of this formula, charge and spin) is 17.12 kcal per mole. Its largest force on an atom is 0.8 eV/A. As for the total energy: -631.2298 hartree. The net charge is -1. The calculation puts the LUMO energy at 3.880 eV.

Geometry (Å):
C1 0.827 2.697 -0.010
S1 0.347 1.847 -1.552
H1 1.667 3.363 -0.198
H2 0.011 3.321 0.366
H3 1.122 1.991 0.767
C2 0.321 -1.421 -0.504
O1 0.009 -1.121 -1.831
C3 -0.725 -0.988 0.473
C4 -1.327 -1.807 1.323
H4 1.297 -0.983 -0.247
H5 0.520 -2.497 -0.372
H6 0.112 -0.131 -1.912
H7 -1.049 0.042 0.375
H8 -2.053 -1.450 2.043
H9 -1.078 -2.862 1.279

---

Entry 10:
C42H58BN6PPtS4 | ωB97M-V/def2-TZVPD

As for the spin multiplicity: 5. Its relative energy (zero: lowest compared OMol25 entry of this formula, charge and spin) is 0.00 kcal per mole. Its largest force on an atom is 1.9 eV/A. As for the total energy: -4040.6792 hartree. The net charge is +4. The calculation puts the LUMO energy (alpha / beta) at -10.210 / -14.106 eV.

Geometry (Å):
Pt1 15.554 11.520 14.811
C1 11.123 9.074 13.627
C2 11.304 9.986 14.780
C3 10.276 10.358 15.609
C4 10.530 11.196 16.722
N1 11.716 11.744 16.871
N2 12.712 11.455 16.045
B1 14.058 12.242 16.172
N3 14.647 12.152 17.602
N4 13.854 11.892 18.615
C5 14.298 11.922 19.853
C6 15.635 12.287 20.122
C7 16.499 12.534 19.079
C8 17.926 12.880 19.279
C9 15.964 12.406 17.770
S1 17.002 12.491 16.397
C10 13.327 11.598 20.962
C11 14.037 11.191 22.258
C12 12.525 12.884 21.226
C13 12.421 10.438 20.528
N5 13.825 13.757 15.827
N6 13.311 14.440 16.825
C14 12.992 15.710 16.703
C15 13.179 16.374 15.472
C16 13.748 15.698 14.417
C17 13.994 16.336 13.107
C18 14.085 14.328 14.630
S2 14.810 13.444 13.358
C19 12.362 16.364 17.905
C20 12.232 17.881 17.803
C21 13.164 16.002 19.158
C22 10.952 15.745 17.980
C23 12.583 10.531 15.074
S3 13.948 9.940 14.212
C24 9.419 11.364 17.731
C25 8.140 11.880 17.051
C26 9.160 9.969 18.328
C27 9.772 12.341 18.850
H1 10.119 8.661 13.605
H2 11.839 8.254 13.662
H3 11.294 9.608 12.693
H4 9.278 9.988 15.431
H5 15.989 12.338 21.138
H6 18.218 12.763 20.319
H7 18.107 13.915 18.986
H8 18.572 12.258 18.658
H9 14.544 12.029 22.727
H10 14.750 10.389 22.074
H11 13.303 10.824 22.971
H12 13.168 13.667 21.624
H13 11.746 12.682 21.956
H14 12.073 13.251 20.306
H15 12.933 9.491 20.679
H16 12.167 10.532 19.475
H17 11.517 10.426 21.130
H18 12.901 17.410 15.363
H19 13.993 17.420 13.193
H20 13.201 16.059 12.409
H21 14.934 16.007 12.668
H22 13.199 18.351 17.634
H23 11.851 18.274 18.744
H24 11.529 18.176 17.029
H25 14.129 16.502 19.151
H26 13.324 14.927 19.205
H27 12.622 16.326 20.041
H28 10.360 16.016 17.109
H29 10.445 16.116 18.865
H30 11.046 14.663 18.028
H31 7.691 11.140 16.393
H32 8.333 12.788 16.483
H33 7.399 12.111 17.813
H34 8.788 9.269 17.585
H35 8.408 10.043 19.108
H36 10.067 9.559 18.767
H37 9.611 13.369 18.538
H38 10.814 12.210 19.131
H39 9.138 12.156 19.713
C28 17.670 8.834 13.496
P1 17.305 10.600 13.217
C29 18.845 11.527 13.425
C30 18.782 12.927 13.445
C31 19.944 13.674 13.448
C32 21.177 13.029 13.453
C33 21.240 11.641 13.441
C34 20.082 10.881 13.454
C35 16.843 10.730 11.463
C36 17.422 11.712 10.652
C37 17.226 11.668 9.285
C38 16.408 10.696 8.722
C39 15.803 9.740 9.532
C40 15.992 9.771 10.901
H40 18.258 8.435 12.669
H41 16.744 8.265 13.565
H42 18.229 8.718 14.424
H43 17.816 13.420 13.451
H44 19.894 14.751 13.446
H45 22.088 13.608 13.491
H46 22.198 11.144 13.402
H47 20.156 9.806 13.444
H48 18.054 12.478 11.076
H49 17.721 12.392 8.654
H50 16.225 10.695 7.657
H51 15.181 8.976 9.091
H52 15.489 9.046 11.526
C41 13.673 6.972 17.902
S4 14.833 8.312 17.586
C42 16.401 7.501 17.942
H53 13.919 6.117 17.274
H54 12.675 7.327 17.666
H55 13.725 6.675 18.950
H56 16.446 7.264 19.004
H57 17.205 8.181 17.677
H58 16.473 6.583 17.361

---

Question: Which value of largest force on an atom does entry 4 give?
Answer: 1.4 eV/A